Molecular formula: C4H4OS
Method: DFT, ωB97M-V/def2-TZVPD

Geometry (Å):
C1 1.715 1.134 -1.000
C2 1.141 0.203 -0.540
C3 0.372 -0.961 -0.087
O1 -1.079 -0.794 0.027
C4 -1.587 0.132 0.765
S1 -3.110 0.669 0.630
H1 2.218 2.058 -1.212
H2 0.800 -1.400 0.822
H3 0.456 -1.787 -0.778
H4 -0.927 0.746 1.373

Properties
Orbital gap = 9.165 eV
SMILES = C#CCOC=S
Relative energy (zero: lowest compared OMol25 entry of this formula, charge and spin) = 2.848 eV
E_tot = -628.1303 hartree
LUMO energy = 0.44 eV